(1)
# C23H38O2P

2 unconnected molecules or ions with the total composition C23H38O2P at a distorted geometry (ωB97M-V/def2-TZVPD, the OMol25 dataset).

XYZ file:
```
64
C23H38O2P, DFT ωB97M-V/def2-TZVPD
C 3.939 -1.643 -0.335
C 2.661 -0.969 0.411
C 2.126 -1.726 1.656
C 0.903 -1.125 2.389
C 0.292 0.216 1.834
C 0.809 0.959 0.580
C 0.191 2.295 -0.044
P -1.649 2.631 0.491
C -3.388 3.105 1.171
O -4.188 1.999 1.667
C -5.186 1.548 0.788
C -6.083 2.383 -0.152
C -7.204 1.852 -1.077
C -8.021 2.903 -1.967
C -7.494 0.333 -1.055
C -6.618 -0.584 -0.118
C -5.479 -0.009 0.802
C -4.681 -1.010 1.753
C -5.228 -2.516 1.767
C -3.099 -1.069 1.479
C 2.063 0.344 -0.154
H 4.802 -1.656 0.410
H 3.623 -2.723 -0.595
H 4.174 -1.013 -1.256
H 2.577 -2.682 2.087
H 0.435 -1.618 3.301
H -0.587 0.634 2.426
H 0.873 3.205 0.157
H 0.179 2.168 -1.196
H -1.188 2.569 1.864
H -1.959 1.223 0.421
H -2.058 2.844 -0.897
H -1.315 4.067 0.520
H -3.179 3.792 2.084
H -3.872 3.775 0.385
H -5.900 3.522 -0.169
H -7.492 3.912 -1.849
H -8.098 2.625 -3.070
H -9.056 3.020 -1.468
H -8.332 -0.135 -1.692
H -6.898 -1.695 -0.142
H -4.807 -0.596 2.830
H -6.362 -2.603 1.977
H -4.673 -3.125 2.562
H -4.971 -2.993 0.754
H -2.642 -0.130 1.930
H -2.948 -1.180 0.354
H -2.612 -1.972 1.996
H 2.562 0.809 -1.064
C 8.553 -0.963 -3.376
C 7.687 -0.601 -2.181
O 7.095 -1.725 -1.549
C 7.984 -2.698 -1.019
C 8.919 -2.148 0.045
H 7.972 -1.523 -4.114
H 8.945 -0.060 -3.850
H 9.404 -1.586 -3.090
H 6.864 0.033 -2.522
H 8.250 -0.009 -1.452
H 8.546 -3.176 -1.828
H 7.362 -3.478 -0.573
H 9.580 -1.375 -0.352
H 9.547 -2.948 0.449
H 8.348 -1.704 0.864
```

## Properties
**Orbital gap**: 5.9 eV
**Total energy**: -1390.57966 Eh
**LUMO**: 2.33 eV
**Multiplicity**: 1
**Maximum force**: 5.02 eV/Å
**Charge**: -1


(2)
# C23H39AlBr3ClFKN2NaO11S

A molecular structure, C23H39AlBr3ClFKN2NaO11S at a distorted geometry (ωB97M-V/def2-TZVPD, the OMol25 dataset).

XYZ file:
```
84
C23H39AlBr3ClFKN2NaO11S, DFT ωB97M-V/def2-TZVPD
C 4.987 -3.096 1.444
C 5.948 -2.495 0.411
C 5.456 -1.147 -0.143
C 5.112 -0.182 1.020
C 5.545 1.240 0.693
N 3.653 -0.255 1.266
C 2.770 0.228 0.375
C 1.424 0.132 0.582
C 0.936 -0.494 1.729
C -0.533 -0.655 2.007
C -1.254 -1.747 1.155
C -2.511 -1.125 0.484
Br -0.117 -2.628 -0.171
C 1.860 -0.966 2.657
C 3.202 -0.827 2.387
H 5.222 -4.281 1.749
H 3.911 -2.956 1.159
H 5.108 -2.546 2.367
H 6.968 -2.466 0.790
H 5.971 -3.258 -0.395
H 4.601 -1.299 -0.816
H 6.239 -0.695 -0.758
H 5.684 -0.511 1.885
H 5.028 1.996 1.343
H 6.617 1.416 0.880
H 5.393 1.474 -0.365
H 3.193 0.679 -0.512
H 0.750 0.518 -0.169
H -0.609 -0.973 3.048
H -0.990 0.330 1.913
H -1.631 -2.509 1.828
H -3.368 -1.318 1.126
H -2.372 -0.055 0.338
H -2.682 -1.568 -0.495
H 1.583 -1.457 3.578
H 3.928 -1.217 3.081
C -1.739 -4.981 -1.948
C -0.984 -5.819 -2.948
O -1.979 -6.705 -3.420
C -3.176 -6.046 -3.312
O -4.173 -6.371 -3.851
O -3.052 -4.957 -2.503
F 0.006 -6.533 -2.355
H -1.770 -5.445 -0.961
H -1.348 -3.968 -1.853
H -0.570 -5.259 -3.790
Br 3.652 -4.783 2.617
Cl 6.861 -4.693 2.486
C -6.574 3.047 -2.681
C -5.119 2.638 -2.710
O -4.949 1.244 -2.393
C -5.224 0.391 -3.378
O -5.576 0.674 -4.491
O -5.045 -0.846 -2.907
C -5.374 -1.890 -3.829
H -7.029 2.777 -1.729
H -6.674 4.118 -2.829
H -7.142 2.539 -3.461
H -4.569 3.187 -1.947
H -4.656 2.866 -3.671
H -4.853 -1.761 -4.775
H -6.450 -1.930 -3.992
H -5.052 -2.824 -3.376
C 1.384 3.250 2.158
O 0.296 2.892 1.739
N 1.695 4.487 2.577
C 3.032 4.805 3.060
C 0.671 5.524 2.545
H 2.234 2.551 2.226
H 2.976 5.153 4.095
H 3.470 5.591 2.440
H 3.659 3.900 3.011
H -0.174 5.225 3.165
H 0.316 5.658 1.524
H 1.081 6.459 2.915
Al 4.022 -3.762 -0.657
Br 4.722 2.093 3.273
O -7.844 6.311 -2.828
S -9.020 5.903 -2.061
O -8.935 4.495 -1.673
O -10.209 6.085 -2.892
O -9.094 6.716 -0.847
K 5.329 1.256 5.704
Na 7.921 1.453 3.063
```

## Properties
**Orbital gap**: 0.8 eV
**Total energy**: -11521.31180 Eh
**LUMO**: -7.16 eV
**Multiplicity**: 1
**Maximum force**: 5.07 eV/Å
**Charge**: +1